ORCA calculation (the ωB97M-V functional and the def2-TZVPD basis) on 14 unconnected molecules or ions with the total composition C42H112O14 in a non-equilibrium geometry.

Values from the calculation:
HOMO level = -9.320 eV
orbital gap = 0.352 Ha
energy above the lowest of the compared OMol25 structures with the same formula, charge and spin = 224.0 kJ/mol
lowest unoccupied orbital energy = 0.0091 hartree

Last column: Mulliken charge in e.
Element x y z (Å)
C  14.7507  24.0992  -15.4942  -1.115
C  16.0865  24.6047  -15.0351  1.104
C  17.0856  23.4708  -15.1476  -1.217
O  16.4850  25.6505  -15.8326  -0.633
H  14.4598  23.1376  -15.0714  -0.143
H  14.8006  23.9300  -16.5699  0.588
H  13.9999  24.8698  -15.3189  0.431
H  15.9972  24.9194  -13.9953  -0.051
H  18.0233  23.8441  -14.7360  0.426
H  17.3396  23.3033  -16.1943  0.378
H  16.7752  22.5437  -14.6657  -0.052
H  15.7538  25.9369  -16.3848  0.374
C  12.7442  18.3583  -13.5846  0.239
C  13.9576  19.1187  -14.1376  2.401
C  13.8161  20.5278  -13.8755  -0.141
O  15.1535  18.6747  -13.4558  0.147
H  12.7958  18.2363  -12.5027  -1.157
H  12.6425  17.3299  -13.9314  0.541
H  11.8212  18.8615  -13.8727  0.089
H  14.1042  18.9959  -15.2107  -1.296
H  13.7999  20.7705  -12.8130  -0.458
H  12.9238  20.9558  -14.3322  0.090
H  14.6820  21.0660  -14.2611  -0.259
H  15.1730  17.7461  -13.6984  -0.280
C  10.5481  15.3140  -9.5220  -1.364
C  11.4286  14.6462  -10.5787  0.067
C  11.7712  15.5938  -11.7186  0.586
O  12.6767  14.2136  -10.0115  -0.512
H  10.1818  14.6405  -8.7472  0.445
H  9.6201  15.7507  -9.8910  0.321
H  11.1272  16.0960  -9.0308  0.226
H  10.9436  13.7462  -10.9568  0.397
H  10.8517  15.7427  -12.2847  0.253
H  12.4782  15.0628  -12.3560  -0.360
H  12.1880  16.5255  -11.3360  -0.268
H  12.5269  13.5431  -9.3409  0.243
C  10.8362  12.6089  -16.9570  -1.424
C  10.1801  13.7528  -16.0956  0.353
C  11.1998  14.5319  -15.2628  -0.048
O  9.4979  14.6001  -16.9979  -0.521
H  10.1463  11.9296  -17.4577  0.415
H  11.3108  11.9327  -16.2460  0.403
H  11.5050  13.0463  -17.6983  0.282
H  9.4140  13.3723  -15.4200  0.313
H  10.7548  15.2929  -14.6218  -0.555
H  11.8518  15.0287  -15.9813  -0.184
H  11.9128  13.9027  -14.7299  0.570
H  8.7378  14.0839  -17.2760  0.316
C  11.5948  19.7262  -10.4079  0.634
C  11.4404  19.6891  -8.8969  0.698
C  12.5140  20.4556  -8.1707  -1.246
O  10.2440  20.3393  -8.5843  -0.607
H  10.8285  19.1071  -10.8743  -0.266
H  12.5615  19.3755  -10.7695  -0.430
H  11.4456  20.7449  -10.7658  0.093
H  11.3347  18.6558  -8.5665  -0.048
H  12.3565  21.5204  -8.3424  0.389
H  13.4882  20.1418  -8.5458  0.023
H  12.4668  20.2708  -7.0975  0.490
H  10.0356  20.3420  -7.6472  0.336
C  13.4337  22.6584  -19.1689  -1.457
C  13.8409  21.2604  -18.9988  0.293
C  14.0004  20.7460  -17.5397  0.695
O  12.8380  20.5416  -19.6111  -0.576
H  13.3492  23.0139  -20.1959  0.406
H  14.0950  23.3129  -18.6012  0.253
H  12.4163  22.7508  -18.7888  0.225
H  14.8164  21.0532  -19.4389  0.277
H  14.3459  19.7167  -17.4430  -0.219
H  13.1041  20.9054  -16.9402  -0.253
H  14.7967  21.3730  -17.1388  -0.126
H  13.0615  19.6094  -19.6623  0.320
C  17.2412  19.4100  -16.2445  -0.869
C  17.2113  18.1998  -17.1723  -0.041
C  16.1254  17.1699  -16.8305  -0.407
O  17.0049  18.8103  -18.4656  -0.576
H  17.9529  20.1777  -16.5482  0.579
H  17.5251  19.1441  -15.2262  0.282
H  16.2476  19.8577  -16.2653  -0.155
H  18.1943  17.7289  -17.1814  0.453
H  15.0804  17.4781  -16.8640  -0.176
H  16.2844  16.9335  -15.7784  -0.081
H  16.2793  16.2684  -17.4235  0.568
H  17.7933  19.2476  -18.7954  0.333
C  16.8522  16.7208  -10.7761  -0.933
C  15.8198  15.9565  -9.9793  0.549
C  14.8436  16.8713  -9.2024  -1.106
O  15.1588  15.1021  -10.8984  -0.473
H  17.4928  17.3059  -10.1162  0.573
H  16.3142  17.4155  -11.4211  -0.245
H  17.3851  15.9972  -11.3929  0.374
H  16.3275  15.3703  -9.2134  0.174
H  15.2789  17.6008  -8.5195  0.488
H  14.0681  16.3032  -8.6886  0.449
H  14.3497  17.4466  -9.9855  -0.018
H  14.3999  14.7239  -10.4482  0.236
C  15.3792  14.3863  -15.6884  -1.494
C  15.4519  14.3349  -14.1749  1.123
C  16.4649  13.3158  -13.5750  -1.562
O  15.6131  15.5993  -13.6251  0.104
H  15.0384  13.4306  -16.0866  0.519
H  16.3686  14.5629  -16.1102  0.399
H  14.6403  15.1150  -16.0218  0.147
H  14.4903  14.0498  -13.7483  -0.134
H  16.2493  12.3030  -13.9155  0.393
H  16.3800  13.3436  -12.4887  0.303
H  17.5159  13.5440  -13.7528  0.357
H  15.4344  15.4687  -12.6909  -0.143
C  7.2456  16.8684  -13.7018  -1.367
C  7.6710  18.2632  -13.8826  0.006
C  9.1114  18.4505  -13.3910  0.450
O  7.6093  18.5339  -15.2339  -0.651
H  7.0254  16.7816  -12.6378  0.454
H  8.0113  16.1784  -14.0564  -0.003
H  6.3319  16.8114  -14.2934  0.390
H  7.0057  18.9972  -13.4280  0.601
H  9.8634  17.8884  -13.9447  -0.248
H  9.1957  18.0966  -12.3635  0.073
H  9.4256  19.4937  -13.4247  -0.237
H  8.3732  18.1122  -15.6341  0.388
C  10.3123  19.3902  -17.2995  -0.936
C  10.2304  17.9250  -17.6598  0.403
C  11.5856  17.3605  -18.0663  -1.064
O  9.7653  17.2833  -16.5002  0.117
H  10.6881  19.8801  -18.1977  0.616
H  10.9962  19.4223  -16.4514  -0.384
H  9.3639  19.8503  -17.0218  0.558
H  9.5463  17.7853  -18.4967  0.316
H  12.3880  17.5306  -17.3484  -0.136
H  11.8276  17.6313  -19.0940  0.414
H  11.4959  16.2809  -18.1872  0.425
H  9.7488  16.3419  -16.6879  -0.104
C  16.0223  20.4185  -10.1159  -0.579
C  17.1287  20.7189  -11.1297  0.793
C  16.9020  22.0797  -11.7950  -0.457
O  18.4068  20.8466  -10.5473  -0.645
H  15.0639  20.3963  -10.6346  -0.163
H  16.1323  21.0953  -9.2686  0.606
H  16.1971  19.4518  -9.6438  0.014
H  17.0997  19.9843  -11.9344  -0.276
H  16.1135  22.0211  -12.5454  -0.160
H  17.7880  22.4049  -12.3403  0.423
H  16.6263  22.8906  -11.1208  0.141
H  19.1181  20.7491  -11.1846  0.402
C  13.4836  25.5825  -11.7929  -1.818
C  13.2786  24.0594  -11.8616  1.780
C  13.6362  23.3152  -10.5720  -1.335
O  11.9205  23.8179  -12.1064  -0.339
H  12.9812  25.9895  -10.9153  0.396
H  13.0534  26.1551  -12.6145  0.377
H  14.5439  25.8321  -11.8324  0.401
H  13.8118  23.8321  -12.7847  -1.029
H  13.0335  23.7163  -9.7571  0.632
H  14.6531  23.4841  -10.2178  0.365
H  13.3931  22.2631  -10.7206  0.149
H  11.4558  23.7729  -11.2675  0.246
C  10.6699  23.1325  -15.8139  -0.157
C  9.5329  23.5906  -14.8878  0.212
C  8.9875  22.5003  -13.9462  -0.785
O  10.0327  24.6371  -14.1020  -0.572
H  10.4939  22.1928  -16.3373  -0.037
H  11.5934  22.9480  -15.2651  -0.240
H  10.8101  23.7863  -16.6747  0.357
H  8.6416  23.9792  -15.3804  0.369
H  9.7786  22.1081  -13.3071  -0.096
H  8.5296  21.7067  -14.5367  0.301
H  8.1594  22.9263  -13.3796  0.356
H  10.6613  24.3329  -13.4433  0.431